This record from OMol25 describes the molecule C4H10N2O4S. The level of theory is ωB97M-V with the def2-TZVPD basis set.

Last column: Löwdin charge in e.
Geometry (Å):
H1 1.664 3.241 -0.350  0.095
N1 1.580 2.224 -0.340  0.133
C1 0.436 1.670 -0.149  -0.428
O1 -0.835 2.054 -0.020  0.116
C2 0.585 0.175 0.009  -0.388
C3 0.092 -0.361 1.382  -0.028
C4 -0.174 -0.789 -1.157  -0.163
N2 -1.621 -0.570 -1.051  0.024
S1 2.328 -0.386 -0.302  0.606
O2 2.531 -1.687 0.259  -0.274
O3 2.569 -0.191 -1.706  -0.282
O4 3.193 0.631 0.528  -0.165
H2 -1.403 1.274 -0.015  0.084
H3 -0.860 -0.796 1.259  0.050
H4 0.891 -1.116 1.629  0.095
H5 -0.095 0.493 2.075  0.107
H6 0.165 -0.379 -2.193  0.145
H7 0.180 -1.808 -0.975  0.115
H8 -1.983 -1.376 -0.785  0.016
H9 -1.999 -0.273 -1.939  0.095
H10 3.154 1.412 -0.046  0.048

Summary:
SMILES: [H]/N=C(\O)[C@@](C)(CN)S(=O)(=O)O

***

This record from OMol25 describes the molecule C5H4N2. The level of theory is ωB97M-V with the def2-TZVPD basis set.

Last column: Löwdin charge in e.
Geometry (Å):
C1 0.789 -1.187 -0.298  -0.206
C2 1.334 0.113 -0.186  0.072
C3 0.081 0.877 -0.014  -0.427
C4 -0.165 -0.388 0.724  -0.150
N1 -0.654 -1.273 -0.339  0.073
N2 -0.951 1.343 -1.018  0.207
C5 -0.396 2.190 -0.270  -0.049
H1 1.371 -2.093 -0.152  0.123
H2 -0.178 -0.670 1.773  0.144
H3 -0.945 -2.177 0.023  0.107
H4 -0.286 3.263 -0.243  0.105

***

This record from OMol25 describes a cluster of 11 separate species, C44H102F15N6O16 in total. The level of theory is ωB97M-V with the def2-TZVPD basis set.

Last column: Löwdin charge in e.
Geometry (Å):
C1 1.554 -6.108 -4.957  -0.012
C2 0.179 -5.913 -5.564  -0.306
C3 -0.948 -5.479 -4.644  -0.202
O1 -2.184 -5.334 -5.304  -0.210
C4 -3.268 -5.114 -4.405  -0.072
N1 0.228 -4.924 -6.729  0.232
H1 0.644 -4.031 -6.441  0.166
H2 0.802 -5.213 -7.529  0.183
H3 -0.715 -4.736 -7.085  0.155
H4 2.201 -6.614 -5.674  0.100
H5 1.486 -6.766 -4.095  0.107
H6 1.964 -5.123 -4.730  0.096
H7 -0.155 -6.844 -6.029  0.162
H8 -0.666 -4.511 -4.196  0.138
H9 -1.091 -6.178 -3.815  0.149
H10 -4.113 -4.706 -4.955  0.075
H11 -2.951 -4.344 -3.693  0.076
H12 -3.531 -6.037 -3.883  0.102
C5 -12.235 0.023 -5.947  -0.011
C6 -12.213 -1.481 -6.149  -0.263
C7 -11.717 -2.037 -7.440  -0.198
O2 -11.815 -3.440 -7.433  -0.163
C8 -10.769 -4.101 -8.120  -0.083
N2 -11.319 -2.148 -5.082  0.194
H13 -10.296 -1.998 -5.220  0.107
H14 -11.570 -1.928 -4.117  0.151
H15 -11.527 -3.151 -5.109  0.149
H16 -12.481 0.305 -4.923  0.088
H17 -13.024 0.391 -6.607  0.097
H18 -11.327 0.529 -6.276  0.078
H19 -13.171 -1.943 -5.897  0.161
H20 -10.695 -1.669 -7.629  0.124
H21 -12.182 -1.579 -8.322  0.140
H22 -10.980 -5.137 -8.364  0.088
H23 -9.908 -4.074 -7.442  0.063
H24 -10.474 -3.568 -9.028  0.102
C9 -3.846 -6.204 -8.641  -0.020
C10 -4.811 -7.266 -8.141  -0.321
C11 -5.807 -6.869 -7.079  -0.188
O3 -6.503 -7.950 -6.497  -0.143
C12 -5.685 -8.899 -5.870  -0.107
N3 -5.450 -7.984 -9.294  0.242
H25 -4.828 -8.711 -9.642  0.171
H26 -6.390 -8.406 -9.149  0.131
H27 -5.701 -7.389 -10.093  0.168
H28 -3.290 -5.821 -7.781  0.056
H29 -4.366 -5.367 -9.111  0.094
H30 -3.092 -6.594 -9.325  0.091
H31 -4.230 -8.111 -7.760  0.134
H32 -6.573 -6.239 -7.539  0.110
H33 -5.380 -6.249 -6.284  0.109
H34 -4.855 -8.471 -5.286  0.083
H35 -5.205 -9.608 -6.556  0.095
H36 -6.271 -9.527 -5.202  0.100
C13 -3.099 -1.540 -6.014  -0.027
C14 -2.863 -0.210 -6.688  -0.321
C15 -4.073 0.416 -7.359  -0.220
O4 -3.746 1.580 -8.054  -0.185
C16 -3.193 1.341 -9.351  -0.034
N4 -2.261 0.800 -5.763  0.237
H37 -2.242 1.703 -6.267  0.178
H38 -2.807 1.043 -4.930  0.178
H39 -1.294 0.623 -5.480  0.174
H40 -2.146 -1.899 -5.613  0.073
H41 -3.477 -2.293 -6.704  0.094
H42 -3.807 -1.455 -5.189  0.066
H43 -2.198 -0.292 -7.552  0.144
H44 -4.814 0.711 -6.604  0.121
H45 -4.612 -0.275 -8.015  0.136
H46 -2.282 0.736 -9.312  0.089
H47 -2.963 2.317 -9.773  0.113
H48 -3.929 0.898 -10.018  0.080
C17 -8.436 -4.756 -0.900  -0.024
C18 -7.849 -3.729 -1.851  -0.320
C19 -6.448 -3.309 -1.485  -0.204
O5 -5.924 -2.479 -2.504  -0.183
C20 -4.584 -2.095 -2.216  -0.081
N5 -7.886 -4.250 -3.277  0.237
H49 -8.692 -4.869 -3.398  0.169
H50 -7.884 -3.507 -4.004  0.115
H51 -7.135 -4.944 -3.316  0.167
H52 -8.427 -4.374 0.120  0.104
H53 -7.742 -5.602 -0.806  0.097
H54 -9.390 -5.188 -1.191  0.097
H55 -8.487 -2.844 -1.860  0.156
H56 -5.814 -4.198 -1.356  0.139
H57 -6.470 -2.852 -0.490  0.148
H58 -3.886 -2.916 -2.010  0.083
H59 -4.640 -1.506 -1.296  0.103
H60 -4.231 -1.590 -3.110  0.063
C21 -9.008 3.008 -3.283  -0.010
C22 -8.637 2.082 -4.427  -0.287
C23 -7.771 2.728 -5.482  -0.203
O6 -6.521 3.140 -5.022  -0.177
C24 -5.658 3.638 -6.030  -0.065
N6 -7.932 0.880 -3.814  0.218
H61 -6.991 1.049 -3.460  0.157
H62 -8.465 0.614 -2.983  0.151
H63 -7.973 0.026 -4.390  0.101
H64 -8.084 3.372 -2.828  0.093
H65 -9.597 2.480 -2.532  0.087
H66 -9.533 3.863 -3.710  0.095
H67 -9.469 1.586 -4.927  0.143
H68 -8.359 3.438 -6.076  0.117
H69 -7.585 1.946 -6.246  0.119
H70 -6.108 4.480 -6.566  0.086
H71 -5.596 2.890 -6.832  0.077
H72 -4.705 3.917 -5.593  0.090
C25 -5.253 -1.564 -12.659  -0.577
O7 -6.470 -2.329 -12.893  -0.081
O8 -4.484 -1.653 -13.698  -0.142
C26 -5.626 -0.110 -12.214  -0.518
F1 -6.511 -0.024 -11.177  0.079
F2 -4.542 0.632 -11.915  0.094
F3 -6.260 0.583 -13.196  0.125
C27 -7.122 -2.851 -11.765  -0.295
C28 -8.256 -3.784 -12.236  -0.077
H73 -8.451 -3.696 -13.308  0.086
H74 -7.941 -4.832 -12.260  0.056
H75 -9.195 -3.596 -11.719  0.051
H76 -7.558 -2.061 -11.146  0.084
H77 -6.426 -3.460 -11.164  0.092
H78 -4.774 -1.995 -11.730  0.113
C29 -13.428 0.750 -10.726  -0.526
O9 -12.781 -0.114 -11.706  -0.067
O10 -14.625 0.250 -10.521  -0.156
C30 -12.556 1.074 -9.481  -0.503
F4 -11.944 -0.053 -8.969  0.005
F5 -11.534 1.936 -9.718  0.106
F6 -13.262 1.684 -8.529  0.142
C31 -11.394 -0.238 -11.767  -0.317
C32 -10.964 -1.339 -12.721  -0.079
H79 -11.514 -2.257 -12.471  0.077
H80 -11.217 -1.143 -13.767  0.078
H81 -9.928 -1.678 -12.692  0.045
H82 -11.011 -0.662 -10.825  0.092
H83 -10.829 0.663 -12.029  0.122
H84 -13.516 1.761 -11.180  0.146
C33 -7.636 -1.608 -6.314  -0.472
O11 -8.458 -0.801 -7.134  -0.092
O12 -8.353 -1.795 -5.168  -0.238
C34 -7.022 -2.830 -6.988  -0.527
F7 -6.073 -2.466 -7.872  0.125
F8 -6.339 -3.573 -6.041  0.064
F9 -7.815 -3.689 -7.610  0.162
C35 -7.913 -0.274 -8.354  -0.234
C36 -8.855 0.832 -8.812  -0.025
H85 -9.882 0.467 -8.876  0.055
H86 -8.858 1.623 -8.063  0.058
H87 -8.587 1.166 -9.812  0.097
H88 -7.765 -1.002 -9.156  0.100
H89 -6.908 0.130 -8.163  0.098
H90 -6.776 -0.968 -6.019  0.133
C37 -10.669 5.642 -6.442  -0.549
O13 -9.803 6.139 -7.482  -0.079
O14 -11.608 6.493 -6.110  -0.160
C38 -11.214 4.245 -6.902  -0.505
F10 -11.170 3.366 -5.845  0.061
F11 -12.414 4.191 -7.444  0.176
F12 -10.361 3.686 -7.830  0.072
C39 -8.440 6.095 -7.251  -0.324
C40 -7.743 6.358 -8.586  -0.078
H91 -7.810 5.498 -9.255  0.072
H92 -8.220 7.198 -9.088  0.081
H93 -6.676 6.536 -8.418  0.061
H94 -8.060 5.101 -6.952  0.065
H95 -8.059 6.833 -6.532  0.121
H96 -10.042 5.478 -5.530  0.117
C41 -8.422 -9.874 -10.422  -0.518
O15 -8.301 -8.616 -9.750  -0.167
O16 -7.199 -10.392 -10.516  -0.205
C42 -9.488 -10.673 -9.598  -0.543
F13 -8.962 -11.255 -8.507  0.122
F14 -10.469 -9.824 -9.186  0.100
F15 -10.120 -11.652 -10.261  0.135
C43 -8.890 -7.466 -10.356  -0.236
C44 -8.514 -6.264 -9.523  -0.081
H97 -8.894 -5.370 -10.031  0.060
H98 -9.047 -6.269 -8.573  0.071
H99 -7.448 -6.042 -9.437  0.050
H100 -9.970 -7.623 -10.381  0.125
H101 -8.548 -7.345 -11.389  0.123
H102 -8.820 -9.727 -11.442  0.147

Summary:
charge: +1

***

This record from OMol25 describes a structure of composition C21H22F5N2OPd. The level of theory is ωB97M-V with the def2-TZVPD basis set.

Last column: Löwdin charge in e.
Geometry (Å):
Pd1 -0.554 -0.051 -0.239  0.993
C1 -3.609 -1.592 0.045  0.002
C2 -2.115 -1.728 0.276  -0.214
C3 -1.279 -2.283 -0.716  -0.192
C4 -1.874 -2.904 -1.950  0.015
C5 0.130 -2.363 -0.500  -0.199
C6 1.030 -2.940 -1.557  0.002
C7 0.677 -2.065 0.758  -0.181
C8 2.106 -2.409 1.093  0.009
C9 -0.141 -1.457 1.733  -0.202
C10 0.445 -1.033 3.056  -0.006
C11 -1.533 -1.347 1.510  -0.191
C12 -2.448 -0.972 2.660  0.016
H1 -3.822 -1.388 -0.998  0.092
H2 -4.048 -0.800 0.626  0.089
H3 -4.098 -2.531 0.287  0.124
H4 -1.765 -2.262 -2.822  0.107
H5 -2.912 -3.130 -1.790  0.089
H6 -1.347 -3.822 -2.180  0.106
H7 0.646 -2.745 -2.561  0.099
H8 1.072 -4.032 -1.424  0.137
H9 2.040 -2.556 -1.466  0.090
H10 2.784 -1.607 0.800  0.103
H11 2.418 -3.297 0.562  0.098
H12 2.237 -2.592 2.150  0.095
H13 0.357 -1.869 3.770  0.135
H14 -0.092 -0.172 3.475  0.100
H15 1.501 -0.803 2.979  0.081
H16 -2.688 0.096 2.630  0.120
H17 -1.980 -1.194 3.599  0.085
H18 -3.369 -1.546 2.585  0.105
N1 -1.549 2.873 -1.141  0.000
C13 -2.104 3.539 -2.174  -0.046
C14 -2.380 2.633 -3.173  -0.008
C15 -2.006 1.395 -2.639  -0.119
N2 -1.529 1.532 -1.413  -0.099
H19 -1.518 3.197 -0.191  0.156
H20 -2.287 4.609 -2.117  0.147
H21 -2.815 2.870 -4.122  0.122
H22 -2.063 0.424 -3.099  0.114
F1 5.446 4.774 0.575  0.302
C16 4.481 3.967 0.439  -0.096
C17 3.413 3.924 1.350  -0.053
F2 3.435 4.710 2.360  0.293
C18 2.349 3.000 1.269  -0.037
F3 1.404 3.050 2.142  0.270
C19 2.263 2.022 0.206  -0.221
O1 1.348 1.195 0.102  0.062
C20 3.330 2.143 -0.766  -0.026
F4 3.316 1.359 -1.791  0.271
C21 4.396 3.078 -0.648  -0.038
F5 5.300 3.102 -1.559  0.296

Summary:
spin multiplicity: 5
charge: +3

***

This record from OMol25 describes a structure of composition C5H12O3. The level of theory is ωB97M-V with the def2-TZVPD basis set.

Last column: Löwdin charge in e.
Geometry (Å):
H1 1.213 2.200 1.316  0.132
C1 0.169 1.482 1.343  -0.198
O1 -0.745 2.070 1.843  0.163
O2 -0.264 0.996 -0.372  -0.130
C2 -0.488 -0.411 -0.500  -0.709
C3 -1.499 -0.972 0.386  -0.056
C4 0.936 -1.099 -0.176  -0.042
C5 -0.772 -0.694 -1.957  -0.041
H2 0.413 0.492 1.975  0.190
H3 -2.449 -0.540 0.148  0.095
H4 -1.619 -1.994 0.159  0.078
H5 -1.258 -0.952 1.433  0.079
H6 1.754 -0.742 -0.883  0.102
H7 1.154 -1.156 0.944  0.082
H8 0.809 -2.153 -0.474  0.066
H9 0.002 -0.208 -2.564  0.088
H10 -0.780 -1.786 -2.142  0.101
H11 -1.670 -0.115 -2.193  0.091
O3 2.538 2.838 1.296  -0.021
H12 2.556 2.744 0.419  -0.069

***

Table of relative energy (zero: lowest compared OMol25 entry of this formula, charge and spin) (kcal/mol), in record order: 14.5, 161.6, 0.0, 0.0, 173.0